(1)
C3H6N2OS2 in the gas phase at a distorted geometry, computed with ωB97M-V/def2-TZVPD.

The geometry in XYZ format:
```
14
Properties=species:S:1:pos:R:3
N 2.93703 0.06573 -0.24780
C 1.86694 -0.76466 -0.18013
N 0.63124 -0.50091 -0.33971
S -0.00042 1.15359 -0.59556
C -1.65849 1.07084 0.24013
C -2.32985 -0.13878 -0.19730
O -1.62096 -1.23604 -0.40565
S -3.93419 -0.06825 -0.30318
H 3.74025 -0.22768 0.28819
H 2.66152 1.08502 0.27355
H 2.19620 -1.86064 0.05410
H -2.21852 1.96125 0.12805
H -1.55624 0.74605 1.36309
H -0.71451 -1.28552 -0.07780
```

SMILES string: N/C=N\SCC(O)=S
Kohn-Sham gap, eV: 8.53
HOMO level, eV: -8.25
Net charge: 0
Calculated total energy, Ha: -1098.96375

***

(2)
C3H6N2S in the gas phase at a distorted geometry, computed with ωB97M-V/def2-TZVPD.

The geometry in XYZ format:
```
12
Properties=species:S:1:pos:R:3
S 1.64591 -0.66538 0.00851
N 1.13404 1.03576 -0.06607
C -0.16279 1.35673 -0.12727
N -1.35613 0.53783 -0.29516
C -1.61373 -0.92612 -0.58517
C -1.67286 -0.31656 0.86193
H 2.84746 -0.06236 0.61376
H -0.26690 2.42162 0.04280
H -0.71878 -1.55329 -0.84206
H -2.52854 -0.93143 -1.08726
H -0.79086 -0.81606 1.38330
H -2.62605 -0.11180 1.38497
```

SMILES string: S/N=C\N1CC1
Kohn-Sham gap, eV: 9.61
HOMO level, eV: -8.81
Net charge: 0
Calculated total energy, Ha: -625.47638

***

(3)
2 unconnected molecules or ions with the total composition C3H6N2S at a distorted geometry, computed with ωB97M-V/def2-TZVPD.

The geometry in XYZ format:
```
12
Properties=species:S:1:pos:R:3
C -2.24600 -0.78690 -0.47241
N -2.33601 -1.47798 -1.41623
S -2.43667 -2.10563 -2.83022
H -2.69846 -0.20467 0.25765
C 1.07249 -0.47995 -0.11583
N 0.50087 0.15483 0.79021
C 1.22768 1.37560 1.10332
H 0.68449 -1.46961 -0.36862
H 1.96638 -0.09500 -0.79573
H 0.66873 1.92301 1.82966
H 2.23577 0.99619 1.61480
H 1.36073 2.17010 0.40338
```

SMILES string: C#[N+][S-].C=NC
Kohn-Sham gap, eV: 9.14
HOMO level, eV: -8.60
Net charge: 0
Calculated total energy, Ha: -625.46895

***

(4)
C3H6N2S in the gas phase at a distorted geometry, computed with ωB97M-V/def2-TZVPD.

The geometry in XYZ format:
```
12
Properties=species:S:1:pos:R:3
N -1.52084 -0.58835 1.04613
C -1.09082 -0.35413 -0.21861
S -2.11644 -0.04720 -1.51226
N 0.27990 -0.42561 -0.20706
C 1.14528 0.27191 -1.07183
C 1.23052 0.42382 0.40326
H -2.50332 -0.52824 1.23251
H -0.89218 -0.77119 1.77354
H 1.84133 -0.35154 -1.63827
H 0.71176 1.13608 -1.62383
H 0.95357 1.38879 0.89897
H 1.96125 -0.15433 0.91746
```

SMILES string: NC(=S)N1CC1
Kohn-Sham gap, eV: 9.27
HOMO level, eV: -8.39
Net charge: 0
Calculated total energy, Ha: -625.56962

***

(5)
C3H6N2S in the gas phase at a distorted geometry, computed with ωB97M-V/def2-TZVPD.

The geometry in XYZ format:
```
12
Properties=species:S:1:pos:R:3
N 1.02013 0.97550 0.24175
C 0.03098 0.37634 -0.44124
N -0.20005 0.81120 -1.73747
C -0.65096 -0.78631 0.09635
C -0.45057 -1.32362 1.42652
S 0.63974 -0.83078 2.62296
H 1.90061 1.42388 -0.16115
H 1.33262 0.38237 1.05053
H 0.14756 1.70271 -2.04536
H -1.25970 0.72638 -2.08636
H -1.43919 -1.20135 -0.55586
H -1.07119 -2.25633 1.58933
```

SMILES string: NC(N)=CC=S
Kohn-Sham gap, eV: 8.13
HOMO level, eV: -7.83
Net charge: 0
Calculated total energy, Ha: -625.58066

***

(6)
C3H6N2S2 in the gas phase at a distorted geometry, computed with ωB97M-V/def2-TZVPD.

The geometry in XYZ format:
```
13
Properties=species:S:1:pos:R:3
H 1.41240 2.42699 -0.22193
N 0.42486 2.24523 -0.33164
C 0.09960 0.99885 -0.16852
C -1.37038 0.79725 -0.26762
S -2.33230 -0.33302 0.31592
N 1.03407 -0.02762 0.13314
C 2.38747 0.29861 0.59149
S 0.78438 -1.61866 -0.40329
H -1.76628 1.70563 -0.69012
H 2.85976 -0.64754 0.87860
H 2.31613 0.93182 1.46509
H 3.01810 0.79448 -0.17210
H 0.01404 -2.07611 0.59573
```

SMILES string: [H]/N=C(/C=S)N(C)S
Kohn-Sham gap, eV: 7.99
HOMO level, eV: -8.87
Net charge: 0
Calculated total energy, Ha: -1023.73237

***

(7)
C3H6N2S2 in the gas phase at a distorted geometry, computed with ωB97M-V/def2-TZVPD.

The geometry in XYZ format:
```
13
Properties=species:S:1:pos:R:3
C -0.57870 0.06423 0.42449
C 1.91520 -0.51752 -0.57156
C -2.03337 0.45951 0.20634
N -0.03689 0.29362 1.45075
N 2.14805 -0.72567 0.72721
S 0.10052 -0.63376 -1.09533
S 2.63061 0.98373 -1.40050
H 2.25838 -1.18482 -1.32631
H -2.35398 -0.15664 -0.58740
H -1.78872 1.56250 0.05270
H -2.54373 0.33172 1.10533
H 1.83391 -1.59195 1.15799
H 2.87671 1.96860 -0.42368
```

Kohn-Sham gap (alpha / beta), eV: 6.80 / 6.80
HOMO level (alpha / beta), eV: -8.86 / -8.86
Net charge: 0
Calculated total energy, Ha: -1023.60970

***

(8)
2 unconnected molecules or ions with the total composition C3H6N2S2 at a distorted geometry, computed with ωB97M-V/def2-TZVPD.

The geometry in XYZ format:
```
13
Properties=species:S:1:pos:R:3
C 2.06586 -0.70908 0.92396
C -2.60449 1.05040 -0.49392
C 2.00045 -1.69988 -0.27346
N 0.93202 -0.11197 0.96903
N 0.13326 0.67762 0.93491
S -4.11014 0.52927 -0.45096
S -2.17674 2.76566 -0.62302
H 2.80109 -0.57389 1.81142
H -1.78132 0.36719 -0.64712
H 2.99758 -1.46973 -0.80526
H 1.09225 -1.48105 -0.80278
H 2.06488 -2.66018 0.08859
H -3.41470 3.31563 -0.63140
```

Kohn-Sham gap, eV: 8.16
HOMO level, eV: -8.27
Net charge: 0
Calculated total energy, Ha: -1023.66721

***

Copy entry 4 word for word.
C3H6N2S in the gas phase at a distorted geometry, computed with ωB97M-V/def2-TZVPD.

The geometry in XYZ format:
```
12
Properties=species:S:1:pos:R:3
N -1.52084 -0.58835 1.04613
C -1.09082 -0.35413 -0.21861
S -2.11644 -0.04720 -1.51226
N 0.27990 -0.42561 -0.20706
C 1.14528 0.27191 -1.07183
C 1.23052 0.42382 0.40326
H -2.50332 -0.52824 1.23251
H -0.89218 -0.77119 1.77354
H 1.84133 -0.35154 -1.63827
H 0.71176 1.13608 -1.62383
H 0.95357 1.38879 0.89897
H 1.96125 -0.15433 0.91746
```

SMILES string: NC(=S)N1CC1
Kohn-Sham gap, eV: 9.27
HOMO level, eV: -8.39
Net charge: 0
Calculated total energy, Ha: -625.56962